1.
Entry from the Open Molecules 2025 dataset: C20H28N2O4S in the gas phase (ωB97M-V/def2-TZVPD).

```
55
Properties=species:S:1:pos:R:3:forces:R:3
C -3.1834 -3.4570 -1.0942 -0.077 0.149 0.430
C -3.5734 -3.4414 0.3828 -0.015 -0.260 -0.217
O -3.8161 -2.1543 0.9040 -0.162 0.245 0.085
C -2.6671 -1.3534 1.0698 0.256 0.239 0.128
C -3.0170 -0.1395 1.9310 -0.254 -0.294 -0.277
C -4.2994 0.5700 1.4740 0.275 -0.073 0.767
N -4.3354 0.9662 0.0895 0.376 0.739 -0.492
S -3.4453 2.2754 -0.4050 -0.393 -0.223 -0.258
O -3.9839 2.6903 -1.6683 0.186 -0.199 0.031
O -3.4505 3.2150 0.6785 0.175 -0.224 0.230
C -1.7559 1.7000 -0.6372 -0.443 0.379 0.229
C -0.8369 2.2105 0.2560 0.162 0.145 0.135
C 0.4746 1.7869 0.1371 -0.504 -0.423 -0.621
N 1.5996 2.1197 0.8556 0.207 0.203 0.268
C 2.6662 1.4484 0.3531 0.066 -0.266 -0.322
C 2.2622 0.6528 -0.7005 -0.211 0.267 0.234
C 0.8520 0.8545 -0.8582 -0.028 0.280 0.334
C -0.0970 0.3671 -1.7491 -0.194 0.111 0.105
C -1.4126 0.7933 -1.6490 0.078 -0.129 -0.219
C -2.4387 0.2885 -2.6171 -0.024 -0.023 -0.132
C 3.1771 -0.2006 -1.4323 0.420 0.129 0.208
O 2.8471 -0.9774 -2.3040 -0.125 -0.036 -0.071
C 4.6312 -0.0060 -1.0253 0.014 -0.142 -0.036
C 4.8431 0.2805 0.4687 0.131 0.038 0.089
C 4.3596 -0.9111 1.2982 0.026 0.142 -0.110
C 6.3318 0.5109 0.7356 -0.278 -0.003 -0.063
C 4.0553 1.5461 0.8608 0.129 -0.057 -0.030
H -3.1278 -4.4852 -1.4405 0.034 -0.114 -0.078
H -2.2137 -2.9895 -1.2497 0.094 0.034 -0.084
H -3.9322 -2.9318 -1.6830 -0.061 0.041 -0.094
H -4.5171 -3.9756 0.5208 0.146 -0.051 0.009
H -2.7938 -3.9438 0.9759 -0.114 0.038 -0.002
H -1.8710 -1.9356 1.5607 -0.052 0.056 -0.093
H -2.2775 -1.0184 0.0980 -0.016 -0.073 0.064
H -2.1750 0.5533 1.9048 0.030 -0.035 0.089
H -3.1721 -0.4625 2.9613 0.053 0.023 0.073
H -4.4236 1.4896 2.0481 -0.134 -0.204 0.126
H -5.1525 -0.0879 1.6515 0.025 0.152 -0.037
H -4.3461 0.2051 -0.5680 -0.030 -0.090 -0.347
H -1.1668 2.9222 0.9958 0.025 0.094 0.138
H 1.6231 2.7721 1.6225 0.053 -0.082 -0.067
H 0.2031 -0.3306 -2.5154 -0.009 -0.067 -0.107
H -2.9440 -0.5945 -2.2234 -0.072 -0.133 0.015
H -1.9610 0.0039 -3.5518 -0.022 -0.055 -0.042
H -3.1837 1.0557 -2.8093 0.001 -0.139 -0.186
H 5.0062 0.8381 -1.6128 0.057 0.039 -0.045
H 5.1939 -0.8911 -1.3261 -0.013 0.003 -0.030
H 3.2974 -1.0854 1.1448 -0.111 -0.088 0.049
H 4.8964 -1.8114 1.0101 0.059 -0.123 -0.023
H 4.5333 -0.7350 2.3579 0.012 0.004 0.129
H 6.9044 -0.3781 0.4838 0.087 -0.106 -0.022
H 6.5001 0.7384 1.7860 0.049 0.027 0.137
H 6.7095 1.3394 0.1402 0.067 0.103 -0.066
H 4.5392 2.4237 0.4175 0.011 0.020 0.038
H 4.0639 1.6793 1.9457 0.037 0.016 0.029
```
Forces are in eV/Å.

Energy in a.u.: -1587.593123
HOMO energy in eV: -8.6
LUMO energy in eV: 0.350
HOMO-LUMO gap in eV: 8.91
SMILES string: CCOCCCNS(=O)(=O)c1cc2[nH]c3c(c2cc1C)C(=O)CC(C)(C)C3

=====

2.
Entry from the Open Molecules 2025 dataset: C20H28N2O5 in the gas phase (ωB97M-V/def2-TZVPD).

```
55
Properties=species:S:1:pos:R:3:forces:R:3
C -6.2053 1.2582 -0.4228 0.065 -0.213 -0.119
C -5.1586 0.2688 -0.9193 0.128 0.204 0.133
C -3.7449 0.7325 -0.5799 0.138 -0.347 -0.133
C -2.6930 -0.2579 -1.0825 -0.516 0.107 -0.036
O -1.3731 0.1579 -0.7944 0.388 0.107 0.079
C -0.8677 0.0069 0.4652 0.259 0.002 0.294
C -1.5268 -0.6042 1.5237 -0.222 0.002 -0.301
C -0.9077 -0.7163 2.7579 0.116 0.016 0.085
C 0.3639 -0.2152 2.9524 -0.020 -0.052 0.158
C 1.0241 0.3979 1.8995 -0.129 -0.048 -0.112
C 0.4312 0.5070 0.6558 -0.157 -0.013 -0.165
C 1.1191 1.1693 -0.5286 0.039 -0.199 0.063
N 0.4425 2.4119 -0.8655 -0.126 -0.257 -0.316
C 0.7897 3.6258 -0.3989 0.033 0.131 -0.108
O 0.0940 4.6151 -0.4611 -0.204 0.311 0.060
N 2.0832 3.6910 0.1120 0.143 0.145 0.187
C 2.9998 2.6729 0.0454 0.080 -0.549 -0.123
C 4.3990 3.0823 0.3594 0.120 -0.136 0.012
C 2.5881 1.4246 -0.2851 -0.362 0.284 -0.157
C 3.4725 0.2648 -0.3631 0.457 0.036 0.043
O 4.6714 0.2450 -0.1839 -0.045 -0.168 -0.008
O 2.7779 -0.8523 -0.6663 -0.227 0.255 -0.037
C 3.5232 -2.0610 -0.7563 0.251 -0.523 -0.236
C 2.6941 -3.1095 -1.5030 0.228 0.356 0.145
O 1.7906 -3.8117 -0.6951 -0.139 -0.211 0.124
C 0.7086 -3.0388 -0.2093 -0.233 0.025 0.216
C -0.2654 -3.9690 0.4948 0.325 0.184 -0.266
H -6.0536 2.2338 -0.8784 -0.024 0.131 -0.019
H -7.2054 0.9133 -0.6734 -0.129 0.044 0.017
H -6.1414 1.3719 0.6571 -0.028 0.050 0.113
H -5.3383 -0.7091 -0.4658 -0.006 -0.072 -0.057
H -5.2507 0.1526 -2.0014 -0.014 -0.091 -0.039
H -3.5565 1.7061 -1.0376 0.037 0.049 0.023
H -3.6467 0.8544 0.5009 0.009 0.057 0.014
H -2.7292 -0.3125 -2.1748 -0.034 -0.067 0.137
H -2.8804 -1.2633 -0.6863 0.057 0.044 -0.040
H -2.5233 -0.9989 1.4038 -0.107 -0.021 -0.051
H -1.4330 -1.1972 3.5695 -0.050 -0.042 0.064
H 0.8421 -0.2975 3.9160 0.039 -0.010 0.098
H 2.0202 0.7886 2.0455 0.103 0.034 -0.002
H 1.0013 0.5000 -1.3903 0.073 0.189 0.201
H -0.5100 2.3086 -1.1829 0.057 0.183 0.060
H 2.3993 4.6165 0.3651 -0.146 -0.113 -0.081
H 4.7438 3.8071 -0.3775 0.001 0.088 -0.049
H 5.0590 2.2221 0.3470 -0.006 0.110 0.028
H 4.4331 3.5545 1.3406 -0.018 0.078 0.080
H 4.4610 -1.8618 -1.2857 -0.137 -0.066 0.078
H 3.7622 -2.4174 0.2518 0.011 0.030 -0.112
H 3.3656 -3.8705 -1.9072 0.008 0.145 -0.028
H 2.1667 -2.6114 -2.3310 0.083 -0.065 -0.009
H 0.2152 -2.5265 -1.0497 0.049 0.032 0.042
H 1.0653 -2.2701 0.4883 -0.049 -0.038 -0.088
H 0.2436 -4.4899 1.3004 0.018 -0.062 0.131
H -0.6518 -4.7065 -0.2033 -0.080 -0.092 -0.053
H -1.0883 -3.3930 0.9085 -0.104 0.029 0.061
```
Forces are in eV/Å.

Energy in a.u.: -1264.660368
HOMO energy in eV: -8.7
LUMO energy in eV: 0.703
HOMO-LUMO gap in eV: 9.43
SMILES string: CCCCOc1ccccc1[C@H]1NC(=O)NC(C)=C1C(=O)OCCOCC

=====

3.
Entry from the Open Molecules 2025 dataset: C20H28N4O6 in the gas phase (ωB97M-V/def2-TZVPD).

```
58
Properties=species:S:1:pos:R:3:forces:R:3
C 1.2144 -0.6466 -5.4277 -0.166 0.195 -0.001
C 0.1802 0.2157 -4.7153 0.136 -0.231 0.186
C 0.0099 -0.2053 -3.2575 -0.178 0.288 -0.172
C -1.0413 0.6535 -2.5539 0.143 -0.183 -0.407
N -1.2091 0.2738 -1.1594 0.072 0.159 -0.053
C -0.2620 0.5782 -0.2114 0.160 -0.328 0.584
N 0.8303 1.3087 -0.5771 -0.123 -0.035 -0.219
C -0.3846 0.1102 1.0778 0.092 0.075 0.074
N 0.6390 0.3908 2.0173 0.038 -0.233 -0.646
C 1.8782 -0.3661 1.8547 0.155 -0.302 0.236
C 1.6976 -1.8116 2.3177 0.358 0.209 0.081
C 3.0085 -2.6024 2.3439 -0.257 -0.169 -0.126
C 2.7723 -3.9641 2.9945 0.138 0.277 -0.009
C 3.5860 -2.7867 0.9420 0.044 0.128 0.289
C 0.4749 1.0881 3.1672 -0.260 0.397 -0.060
O 1.3685 1.2076 3.9806 -0.072 -0.018 0.319
C -0.8684 1.7475 3.4887 0.273 0.105 0.543
O -1.7810 2.0257 2.4361 -0.313 0.090 -0.116
C -1.3279 2.7266 1.3921 0.315 0.276 -0.148
O -0.2111 3.1793 1.2960 -0.280 0.134 0.182
C -2.3716 2.8230 0.3673 -0.909 -0.435 0.358
C -3.6712 2.3755 0.3756 0.840 0.272 0.167
C -4.1994 2.6827 -0.8928 0.319 0.271 -0.424
C -3.1877 3.2878 -1.5803 -0.828 -0.284 -0.024
O -2.0827 3.3755 -0.8335 0.616 0.194 0.184
C -1.5331 -0.6477 1.4936 0.155 0.092 -0.625
O -1.7529 -1.0919 2.5998 -0.041 -0.037 0.278
N -2.4566 -0.8350 0.4602 -0.293 -0.268 0.323
C -2.3649 -0.4272 -0.8380 0.026 0.086 0.091
O -3.2315 -0.6498 -1.6522 -0.257 -0.179 -0.204
H 1.3237 -0.3330 -6.4627 0.077 -0.038 -0.116
H 2.1831 -0.5645 -4.9398 0.125 -0.029 0.023
H 0.9123 -1.6910 -5.4158 0.013 -0.136 -0.020
H 0.4895 1.2628 -4.7583 -0.064 0.077 -0.026
H -0.7798 0.1316 -5.2282 -0.059 0.088 -0.029
H 0.9675 -0.1262 -2.7391 0.019 -0.077 0.016
H -0.3082 -1.2487 -3.2153 0.009 -0.059 0.058
H -2.0158 0.5005 -3.0240 0.183 0.151 0.089
H -0.7924 1.7168 -2.6248 -0.076 -0.031 0.027
H 0.7437 1.8800 -1.4025 -0.028 -0.004 0.059
H 1.2604 1.7979 0.1989 -0.089 -0.053 -0.032
H 2.6358 0.1276 2.4662 0.002 -0.050 -0.159
H 2.1668 -0.3269 0.8034 0.036 0.039 0.047
H 1.2735 -1.7905 3.3232 -0.072 -0.004 0.014
H 0.9793 -2.3162 1.6667 -0.074 -0.071 -0.003
H 3.7322 -2.0481 2.9510 -0.007 0.015 0.013
H 3.7000 -4.5293 3.0476 0.077 -0.119 0.017
H 2.3851 -3.8444 4.0031 -0.065 -0.047 0.126
H 2.0519 -4.5396 2.4170 -0.102 -0.104 -0.070
H 4.4737 -3.4140 0.9817 0.111 -0.060 -0.068
H 2.8576 -3.2683 0.2925 -0.102 -0.070 -0.116
H 3.8680 -1.8337 0.5023 0.047 0.084 -0.143
H -0.6316 2.6698 4.0307 0.008 -0.193 -0.133
H -1.4096 1.0652 4.1503 0.113 0.117 -0.109
H -4.1655 1.8956 1.1943 -0.056 -0.119 0.211
H -5.1868 2.4761 -1.2486 -0.198 -0.022 -0.147
H -3.1404 3.6840 -2.5758 0.119 0.083 -0.110
H -3.2971 -1.3492 0.6998 0.150 0.088 -0.079
```
Forces are in eV/Å.

Energy in a.u.: -1449.466645
HOMO energy in eV: -8.5
LUMO energy in eV: 0.284
HOMO-LUMO gap in eV: 8.77
SMILES string: CCCCn1c(N)c(N(CCC(C)C)C(=O)COC(=O)c2ccco2)c(=O)[nH]c1=O